[1]
Density functional theory data (wB97M-V/def2-TZVPD) for 2 unconnected molecules or ions with the total composition C5H16FN2O4PS at a distorted geometry.

Geometry as ORCA input:
```
! RIJCOSX wB97M-V def2-TZVPD def2/J DEFGRID3
* xyz 0 1
S 2.9089 1.9137 1.5177
P 1.4970 -0.4486 2.5634
F 2.8076 3.2834 0.4354
O 4.2336 1.1754 1.0991
O 3.0245 2.4892 2.9488
O -3.0153 0.2493 -0.7640
O 0.4338 1.3634 0.9961
N 1.6100 0.7751 1.2733
N 3.0017 -0.8777 3.0746
C 1.9940 -0.3475 -1.7514
C -3.0802 -1.1309 -1.0911
C 0.8211 0.8165 -1.5445
C -0.0828 0.5680 -0.1673
C -4.4423 -1.4632 -1.6642
H -3.7112 0.4284 -0.1086
H -5.2333 -1.2286 -0.9444
H 0.7286 0.0136 3.7258
H 0.0844 0.7241 -2.4667
H -2.8813 -1.7157 -0.1878
H -4.5074 -2.5230 -1.9260
H 0.8803 -1.6383 2.0300
H 1.2736 1.9033 -1.4229
H 3.0132 0.1919 -1.4899
H -1.2063 0.9165 -0.3059
H -2.2947 -1.3461 -1.8215
H 1.9764 -0.8349 -2.8191
H -4.6393 -0.8650 -2.5599
H -0.1038 -0.5673 0.1481
H 3.0942 -0.6972 4.0992
H 1.8149 -1.1277 -0.8762
*
```

The structure (SMILES) is CCCON([PH2]=N)S(=O)(=O)F.CCO. Its total energy is -39448.19197 eV.

=====

[2]
Density functional theory data (wB97M-V/def2-TZVPD) for a molecular structure, C5H16InN8O7 at a distorted geometry.

Geometry as ORCA input:
```
! RIJCOSX wB97M-V def2-TZVPD def2/J DEFGRID3
* xyz 1 1
In 1.1712 0.2041 1.2342
O -0.6687 1.3299 -0.5352
O 2.8805 -1.5306 2.9483
O -1.5770 0.2964 2.0446
O 2.4909 1.7541 -0.5642
O -0.3247 -1.8994 0.1869
O 3.6081 -1.7177 0.9689
O 3.7161 -3.4252 2.3229
N -1.8482 -3.4697 0.8223
N 4.4082 1.3685 -1.7156
N -3.2149 -0.0311 3.5535
N -1.8820 1.9959 -2.3401
N 2.7696 2.7540 -2.5700
N -0.3589 0.2687 -2.5116
N -2.2981 2.0881 3.2629
N -1.7723 -2.7120 -1.3602
C -0.9621 1.2096 -1.7205
C -2.3656 0.7767 2.8526
C 3.4491 -2.2453 2.0837
C -1.2648 -2.6455 -0.0842
C 3.1681 1.9122 -1.5855
H -2.4774 -3.4019 -1.5426
H -2.3667 2.6995 -1.8165
H 3.2645 2.7856 -3.4448
H -1.2247 -2.3088 -2.0946
H 4.8048 1.2860 -2.6344
H -1.3814 -3.6905 1.6811
H -3.1676 -1.0065 3.3206
H 0.3678 -0.2992 -2.1157
H -1.4126 2.5431 3.1570
H 4.7428 0.8045 -0.9563
H -3.9103 0.2705 4.2096
H -0.4980 0.2048 -3.5037
H -2.7260 -3.9080 0.6128
H -3.0820 2.5185 3.7145
H -1.9778 1.9349 -3.3364
H 1.9200 3.2857 -2.5445
*
```

The energy above the lowest of the compared OMol25 structures with the same formula, charge and spin comes out at 0.0 kcal per mole. Its total energy is -36866.26313 eV.

=====

[3]
Density functional theory data (wB97M-V/def2-TZVPD) for 2 unconnected molecules or ions with the total composition C5H16N2O at a distorted geometry.

Geometry as ORCA input:
```
! RIJCOSX wB97M-V def2-TZVPD def2/J DEFGRID3
* xyz 0 1
O -0.3340 -3.3547 1.3075
N 0.1273 -0.0833 -0.5754
N -1.5384 0.2347 1.8989
C 2.0134 -1.6114 -0.7455
C -1.6828 0.9341 0.6521
C -0.7574 2.2476 -1.2419
C 1.5420 -0.2085 -0.3825
C -0.4034 1.2446 -0.1623
H 3.1034 -1.5982 -0.8581
H 1.9043 0.1608 0.5829
H -0.0875 2.2813 -2.0983
H -0.3275 -0.3994 -1.4174
H -2.3972 0.4794 -0.0412
H -0.5418 3.2036 -0.8014
H -1.5778 -0.7575 1.7831
H -0.8961 0.7067 2.5079
H 0.3653 1.6354 0.4994
H 1.9660 -2.2955 0.1010
H -0.2096 -2.9499 0.4367
H -1.8012 2.2866 -1.5169
H 1.5768 -1.9108 -1.6931
H 2.2120 0.4981 -0.9278
H -2.2092 1.8924 0.8051
H -0.0465 -2.6361 1.8872
*
```

The energy above the lowest of the compared OMol25 structures with the same formula, charge and spin comes out at 31.2 kcal per mole. The structure (SMILES) is CCN[C@@H](C)CN.O. Its total energy is -10471.16916 eV.

=====

[4]
Density functional theory data (wB97M-V/def2-TZVPD) for a molecular structure, C5H16N2O at a distorted geometry.

Geometry as ORCA input:
```
! RIJCOSX wB97M-V def2-TZVPD def2/J DEFGRID3
* xyz 0 1
O 0.9456 -2.9078 -1.3879
N -0.3328 1.4846 1.0174
N -1.3518 0.6860 0.4217
C -1.1768 -1.8323 -0.8196
C -0.0878 -2.0660 -1.6388
C 1.1757 -1.5026 1.6309
C -0.0314 3.0855 -0.9170
C 0.5782 2.0898 0.0717
H 1.3627 2.5721 0.6621
H -1.9694 0.4182 1.1880
H -1.0216 -0.4712 -0.0384
H 0.7179 3.4017 -1.6373
H -0.4125 3.9631 -0.3978
H -2.0727 -1.4963 -1.3177
H -0.8541 2.6066 -1.4421
H 0.6356 -2.4042 1.8926
H 0.7670 -3.4089 -0.5800
H 0.4884 -0.7232 1.3485
H -1.3543 -2.5505 -0.0281
H -0.7308 2.1368 1.6815
H 1.7424 -1.1693 2.4906
H 0.0980 -1.4765 -2.5243
H 1.8579 -1.7000 0.8140
H 1.0267 1.2645 -0.4900
*
```

The energy above the lowest of the compared OMol25 structures with the same formula, charge and spin comes out at 92.0 kcal per mole. Its total energy is -10468.53333 eV.

=====

[5]
Density functional theory data (wB97M-V/def2-TZVPD) for 2 unconnected molecules or ions with the total composition C5H16N2O at a distorted geometry.

Geometry as ORCA input:
```
! RIJCOSX wB97M-V def2-TZVPD def2/J DEFGRID3
* xyz 1 2
O 0.1960 3.9703 1.1599
N -2.3408 0.2219 -0.1762
N 0.3945 -0.2879 0.4964
C 2.1815 -1.6508 -0.4230
C -1.8610 -1.1469 0.3378
C 0.8969 -0.9629 -0.6808
C 0.9700 0.0009 -1.9868
C -0.6693 -0.9444 1.3001
H 2.1567 -2.3737 0.4510
H 0.0807 -1.6632 -0.9492
H 1.1279 0.3888 0.9091
H -1.0104 -0.1580 1.9987
H 2.6580 -2.1286 -1.2648
H 0.1980 -0.1373 -2.7366
H -1.9005 0.9046 0.3176
H -2.7470 -1.4123 0.9914
H -0.3988 -1.9844 1.6728
H 2.9932 -1.0221 -0.1468
H 1.1330 3.9020 1.1701
H 1.8560 -0.2361 -2.4468
H -1.6270 -1.7456 -0.5215
H -2.1960 0.3872 -1.0959
H -0.1866 3.2265 0.6394
H 0.8101 0.9768 -1.7926
*
```

The expectation value of S² is 0.75. The energy above the lowest of the compared OMol25 structures with the same formula, charge and spin comes out at 47.5 kcal per mole. Its total energy is -10461.89665 eV.

=====

[6]
Density functional theory data (wB97M-V/def2-TZVPD) for 2 unconnected molecules or ions with the total composition C5H16N2O at a distorted geometry.

Geometry as ORCA input:
```
! RIJCOSX wB97M-V def2-TZVPD def2/J DEFGRID3
* xyz 2 1
O -2.1874 1.2135 2.1013
N 1.7705 -0.5769 -1.2422
N -0.4909 -0.8173 2.0001
C -0.2981 0.2937 -0.1755
C 0.9837 1.5528 -1.9482
C 1.0551 0.6559 -0.7458
C -0.6314 -2.1774 -0.0011
C -0.4164 -1.0159 0.5782
H 2.0265 -1.2045 -0.4745
H 1.1584 -1.1611 -1.8053
H 0.1906 1.4417 -2.7236
H -0.7406 -1.6261 2.5067
H -0.6324 1.1629 0.3554
H 1.7776 1.7458 -2.5358
H -1.0667 0.2517 -1.0646
H -0.9376 -3.1430 0.3882
H 1.8163 1.1023 0.0362
H 0.8047 2.5665 -1.5453
H -0.8176 -2.1875 -1.0442
H -2.4723 2.1311 2.1822
H 2.7072 -0.3737 -1.8224
H 0.4623 -0.7403 2.3898
H -0.9908 0.1165 2.1473
H -3.0705 0.7891 2.4430
*
```

The energy above the lowest of the compared OMol25 structures with the same formula, charge and spin comes out at 39.6 kcal per mole. Its total energy is -10454.41557 eV.

=====

[7]
Density functional theory data (wB97M-V/def2-TZVPD) for 3 unconnected molecules or ions with the total composition C5H16N2S at a distorted geometry.

Geometry as ORCA input:
```
! RIJCOSX wB97M-V def2-TZVPD def2/J DEFGRID3
* xyz 0 1
S -0.3266 2.0229 0.4796
N 0.5169 -1.1789 -3.0045
N 2.9224 0.4004 -0.5897
C -1.0409 1.4335 2.0380
C -2.6535 -0.5428 1.5342
C 2.3685 -0.2363 -1.7623
C -1.3234 -0.0570 2.1000
C 0.8684 -0.5583 -1.7104
H 2.3105 0.3482 0.2121
H 2.5528 0.3369 -2.6771
H 0.1249 -0.4873 -3.6279
H 0.5990 -1.2095 -0.8716
H -2.0772 1.8155 2.1060
H -0.5054 -0.7533 1.8165
H -0.5231 1.8117 2.9300
H 2.8902 -1.1889 -1.9807
H 0.2726 0.3709 -1.6068
H -2.8397 -1.6211 1.5933
H -0.1749 -1.9097 -2.9276
H -1.4276 -0.2925 3.1771
H -3.4388 -0.0558 2.1335
H -2.9092 -0.3450 0.4843
H 0.6567 0.5393 0.9396
H 3.1575 1.3570 -0.7856
*
```

The energy above the lowest of the compared OMol25 structures with the same formula, charge and spin comes out at 60.3 kcal per mole. Its total energy is -19257.17814 eV.

=====

[8]
Density functional theory data (wB97M-V/def2-TZVPD) for 2 unconnected molecules or ions with the total composition C5H16N3 at a distorted geometry.

Geometry as ORCA input:
```
! RIJCOSX wB97M-V def2-TZVPD def2/J DEFGRID3
* xyz 1 1
N -1.1577 -0.2748 0.6757
N 1.8071 -0.1039 -0.8494
N 1.3941 1.9484 0.1484
C -2.2366 0.6988 0.6133
C -1.5941 -1.5012 -0.0042
C -0.8777 -0.6010 2.0736
C 1.2362 1.0732 -0.8343
C 1.8135 -0.9934 -2.0148
H 0.6981 2.7206 0.1837
H 2.2311 -0.4488 -0.0091
H 1.6750 1.6006 1.0661
H 2.8588 -1.1301 -2.3623
H -0.8202 -2.2485 0.0424
H -3.1623 0.3389 1.1296
H -1.7625 -1.0066 2.6086
H -0.1021 -1.3612 2.1059
H -1.9191 1.6452 1.0930
H 1.2463 -0.5213 -2.8149
H -0.5080 0.3050 2.6023
H -2.4595 0.8977 -0.4239
H -2.5416 -1.9384 0.4659
H -1.8273 -1.2817 -1.0555
H 0.6607 1.3563 -1.6959
H 1.3803 -1.9748 -1.7607
*
```

The energy above the lowest of the compared OMol25 structures with the same formula, charge and spin comes out at 33.9 kcal per mole. Its total energy is -9908.24557 eV.

=====

[9]
Density functional theory data (wB97M-V/def2-TZVPD) for 2 unconnected molecules or ions with the total composition C5H16N3P at a distorted geometry.

Geometry as ORCA input:
```
! RIJCOSX wB97M-V def2-TZVPD def2/J DEFGRID3
* xyz 0 1
P 0.2066 -0.1340 0.8835
N -1.1995 -0.8507 0.1467
N 1.3107 -0.3996 -0.3867
N 0.8578 -0.8976 2.0990
C 1.1193 -0.2102 -1.8605
C -1.9797 0.0591 -0.6248
C -2.0180 -1.8431 0.9533
C 2.7616 -0.4565 -0.1054
C -0.1636 3.2921 0.4406
H -1.3665 0.5570 -1.3076
H -2.8099 -2.1739 0.2797
H 0.5335 3.5924 1.1592
H -2.6409 -0.6320 -1.2444
H 0.2107 2.9950 -0.5620
H 0.0725 -0.2371 -2.1394
H 3.1856 0.5624 -0.2527
H 2.8863 -0.9297 0.9056
H -1.4210 -2.6193 1.4117
H 1.3815 0.8959 -2.1266
H -2.4167 -1.2876 1.7774
H -2.5376 0.5958 0.0696
H 0.1488 -0.9548 2.8343
H 3.2863 -1.1127 -0.8874
H -1.1028 3.0791 0.9516
H 1.6950 -0.8900 -2.4147
*
```

The energy above the lowest of the compared OMol25 structures with the same formula, charge and spin comes out at 80.3 kcal per mole. Its total energy is -19199.00160 eV.

=====

[10]
Density functional theory data (wB97M-V/def2-TZVPD) for 2 unconnected molecules or ions with the total composition C5H16N3S at a distorted geometry.

Geometry as ORCA input:
```
! RIJCOSX wB97M-V def2-TZVPD def2/J DEFGRID3
* xyz 1 1
S -0.6506 -1.1808 0.8069
N 0.6458 3.3798 -0.3950
N 0.5055 1.7019 1.1892
N -0.3098 1.3576 -0.9489
C -2.0776 -2.0501 1.4796
C 1.7912 -2.1303 0.0293
C 0.2784 2.1429 -0.0537
C 0.4593 -2.5967 0.6043
C -0.5943 1.7583 -2.3231
H 0.6041 -3.0809 1.5892
H -2.4604 -2.8053 0.7727
H -2.8722 -1.3082 1.6663
H 0.9590 2.3117 1.8740
H -1.2710 2.6287 -2.3554
H 2.4702 -2.9906 -0.0956
H -0.0218 -3.3347 -0.0661
H -1.0835 0.9132 -2.8361
H 1.0991 3.9876 0.2918
H 0.3312 2.0118 -2.8669
H -1.8333 -2.5510 2.4315
H -0.5783 0.4156 -0.6537
H 0.2253 0.7544 1.4544
H 1.6416 -1.6545 -0.9545
H 2.2687 -1.4003 0.7042
H 0.4736 3.7200 -1.3443
*
```

The energy above the lowest of the compared OMol25 structures with the same formula, charge and spin comes out at 1.7 kcal per mole. Its total energy is -20745.17321 eV.

=====

[11]
Density functional theory data (wB97M-V/def2-TZVPD) for 2 unconnected molecules or ions with the total composition C5H16N4 at a distorted geometry.

Geometry as ORCA input:
```
! RIJCOSX wB97M-V def2-TZVPD def2/J DEFGRID3
* xyz 0 1
N -2.4261 0.5164 1.3864
N 0.5204 -1.0375 0.5055
N -0.8179 -0.9390 0.7567
N -1.3159 0.3120 0.6402
C 0.2345 -0.2284 -1.9019
C 0.5159 1.4693 1.4943
C 0.5597 2.6332 0.5302
C 0.9081 -1.1853 -0.9124
C 0.7236 -2.6418 -1.3436
H 0.8261 0.0342 0.8725
H 1.2393 -3.3131 -0.6566
H -3.2023 0.8809 0.8541
H -2.6771 -0.1779 2.0876
H -0.4067 2.7775 0.0445
H 1.4877 1.2834 1.9636
H 1.3029 2.4733 -0.2559
H -0.8359 -0.4275 -1.9656
H -0.3374 -2.9019 -1.3449
H 1.9809 -0.9677 -0.8975
H 0.3566 0.8091 -1.5981
H -0.1795 1.6228 2.3189
H 0.8217 3.5733 1.0316
H 0.6698 -0.3582 -2.8954
H 1.1141 -2.8008 -2.3514
H -1.0624 -1.4062 1.6372
*
```

The energy above the lowest of the compared OMol25 structures with the same formula, charge and spin comes out at 139.7 kcal per mole. Its total energy is -11399.48016 eV.

=====

[12]
Density functional theory data (wB97M-V/def2-TZVPD) for 2 unconnected molecules or ions with the total composition C5H16NO at a distorted geometry.

Geometry as ORCA input:
```
! RIJCOSX wB97M-V def2-TZVPD def2/J DEFGRID3
* xyz 1 1
O 0.6840 1.0061 2.6715
N 1.6814 0.6449 0.2609
C 1.3134 0.3986 -1.1783
C 0.7062 -0.9829 -1.4773
C -1.7322 -0.7457 -0.2443
C -1.8060 0.7459 -0.1014
C -0.3820 -1.4338 -0.4607
H 0.2178 0.2526 3.0513
H -2.7918 1.1074 0.2536
H 0.3474 -1.0666 -2.4802
H -1.0299 1.2295 0.4922
H 1.0347 0.3920 1.0377
H -2.2648 -1.2867 0.5853
H 1.7221 1.6350 0.5366
H 2.5556 0.1374 0.3966
H 1.5651 -1.6743 -1.3238
H -0.5053 -2.5215 -0.5578
H 0.5259 1.1050 -1.4578
H -1.9531 1.3352 -1.0241
H 0.3254 1.7242 3.2104
H 2.2043 0.6277 -1.7502
H -0.0243 -1.5036 0.5829
H -2.3940 -1.1262 -1.0232
*
```

The energy above the lowest of the compared OMol25 structures with the same formula, charge and spin comes out at 31.4 kcal per mole. Its total energy is -8975.15182 eV.

=====

Number 1 is which compound?
C5H16FN2O4PS